{
  "formula": "C55H64N7O14PS2",
  "method": "wB97M-V/def2-TZVPD",
  "gap_ev": 7.73,
  "charge": 0,
  "energy_ev": -128120.30091,
  "homo_energy_ev": -8.45,
  "largest_force_ev_per_a": 1.348,
  "spin_multiplicity": 1,
  "e_lumo_ev": -0.7,
  "elements": ["C", "C", "C", "C", "N", "C", "C", "C", "C", "N", "C", "O", "C", "C", "C", "C", "C", "O", "C", "N", "C", "P", "O", "O", "O", "C", "C", "C", "C", "C", "C", "C", "C", "C", "C", "C", "O", "C", "S", "S", "C", "C", "C", "H", "H", "H", "H", "H", "H", "H", "H", "H", "H", "H", "H", "H", "H", "H", "H", "H", "H", "H", "H", "H", "H", "H", "H", "H", "H", "H", "H", "H", "H", "H", "H", "H", "H", "H", "H", "H", "H", "H", "H", "H", "H", "H", "H", "O", "N", "O", "C", "C", "C", "C", "C", "C", "H", "H", "H", "H", "H", "O", "N", "O", "C", "C", "C", "C", "C", "C", "H", "H", "H", "H", "H", "O", "N", "O", "C", "C", "C", "C", "C", "C", "H", "H", "H", "H", "H", "O", "N", "O", "C", "C", "C", "C", "C", "C", "H", "H", "H", "H", "H"],
  "coordinates": [[1.71723, -0.10282, 4.93741], [2.44397, 1.08356, 4.28113], [3.86447, 1.26807, 4.81684], [4.81288, 0.11283, 4.54156], [4.90566, -0.23266, 3.10361], [5.45676, 0.90537, 2.33712], [5.80781, 0.61495, 0.89232], [4.61100, 0.53376, -0.07749], [3.43524, -0.28653, 0.44063], [2.51606, -0.65700, -0.65022], [1.81227, 0.34025, -1.31000], [2.18704, 1.42564, -1.65348], [0.43981, -0.17750, -1.58274], [-0.60481, 0.43565, -2.22551], [-1.80407, -0.27563, -2.34888], [-2.95851, 0.47430, -3.00405], [-2.98192, 1.97473, -2.66750], [-2.50939, 2.77600, -3.75902], [-4.41369, 2.43391, -2.27637], [-4.58628, 2.62580, -0.82055], [-1.91016, -1.60136, -1.86591], [-3.45751, -2.53335, -2.11307], [-4.40594, -2.34221, -1.02611], [-3.07839, -4.06883, -2.36597], [-4.10639, -2.09528, -3.51806], [-0.82403, -2.21207, -1.17789], [-0.83185, -3.58291, -0.53100], [-1.77001, -3.63956, 0.65618], [-1.54381, -2.77358, 1.72846], [-2.37711, -2.80230, 2.83947], [-3.46081, -3.67426, 2.90522], [-3.69750, -4.54964, 1.84458], [-4.85796, -5.49888, 1.87743], [-2.83813, -4.52719, 0.74476], [0.33726, -1.44735, -1.05849], [1.63688, -1.74608, -0.39898], [1.98154, -2.69963, 0.22979], [5.72657, -1.38805, 3.01926], [7.34561, -1.41455, 3.21520], [4.82773, -2.88048, 2.70425], [5.88658, -3.86164, 1.62402], [5.51481, -3.74035, 0.13190], [6.64978, -3.18217, -0.70800], [1.04571, -0.58362, 4.23331], [2.40970, -0.84357, 5.32538], [1.16125, 0.26518, 5.79440], [2.46834, 1.01313, 3.19704], [1.89925, 1.98610, 4.54930], [3.83715, 1.39580, 5.89932], [4.29332, 2.19217, 4.43407], [4.52166, -0.76746, 5.10822], [5.79770, 0.39255, 4.91942], [4.68060, 1.67115, 2.32614], [6.29391, 1.34026, 2.88958], [6.41604, 1.45296, 0.55742], [6.42909, -0.26753, 0.77152], [4.96336, 0.03854, -0.98119], [4.31291, 1.54280, -0.33498], [2.88612, 0.27439, 1.19769], [3.79883, -1.18361, 0.92159], [-0.49234, 1.44173, -2.59943], [-2.95053, 0.35334, -4.08612], [-3.87437, 0.06500, -2.60580], [-2.34978, 2.22129, -1.82154], [-2.79780, 2.36846, -4.58005], [-4.62647, 3.39509, -2.73173], [-5.16073, 1.69576, -2.55455], [-3.93283, 3.33630, -0.50693], [-4.29346, 1.78371, -0.33254], [-2.38140, -4.12895, -3.03411], [-3.45059, -2.14832, -4.22696], [0.15743, -3.75753, -0.12808], [-1.03371, -4.38762, -1.22914], [-0.72047, -2.07208, 1.69760], [-2.20474, -2.13973, 3.67659], [-4.10470, -3.67643, 3.77058], [-5.77620, -4.94365, 2.06560], [-4.98435, -5.99292, 0.92037], [-4.76697, -6.21645, 2.68807], [-3.02583, -5.22738, -0.05538], [6.92373, -3.56435, 1.74445], [5.83393, -4.89329, 1.95336], [5.32733, -4.75409, -0.22150], [4.59222, -3.18593, -0.01369], [7.53909, -3.80343, -0.63002], [6.91740, -2.16433, -0.43332], [6.38521, -3.16814, -1.76356], [8.05056, 1.10615, 5.54970], [9.04280, 1.74370, 5.83993], [9.11169, 2.95589, 5.84475], [10.24842, 0.98384, 6.20269], [10.20310, -0.39741, 6.16280], [11.34551, -1.11156, 6.48577], [12.50755, -0.44114, 6.84449], [12.53007, 0.94694, 6.88563], [11.39350, 1.66979, 6.56186], [9.29558, -0.91177, 5.88174], [11.32924, -2.19213, 6.45475], [13.39914, -1.00218, 7.09166], [13.43501, 1.46711, 7.16741], [11.40425, 2.74910, 6.58908], [-7.42264, -8.61930, 1.39507], [-6.57433, -8.62365, 0.52681], [-5.38010, -8.71654, 0.72571], [-7.02534, -8.49670, -0.86863], [-8.37525, -8.35013, -1.12643], [-8.79317, -8.21075, -2.43999], [-7.86363, -8.22294, -3.47133], [-6.51237, -8.37912, -3.19219], [-6.08510, -8.51658, -1.88146], [-9.09241, -8.34127, -0.31947], [-9.84503, -8.08980, -2.65851], [-8.19328, -8.10912, -4.49563], [-5.78985, -8.39100, -3.99648], [-5.03579, -8.63560, -1.65653], [-3.45902, 8.17920, -4.21755], [-2.66663, 8.50337, -5.08271], [-2.67296, 9.57448, -5.65195], [-1.63630, 7.52683, -5.46546], [-1.63026, 6.28616, -4.85598], [-0.67220, 5.36091, -5.23366], [0.26451, 5.68621, -6.20607], [0.24821, 6.94191, -6.80062], [-0.70886, 7.87294, -6.43122], [-2.35914, 6.03535, -4.09982], [-0.66220, 4.38500, -4.76730], [1.00911, 4.95902, -6.50206], [0.97978, 7.19520, -7.55534], [-0.72927, 8.84944, -6.89138], [-10.45035, 7.28005, -0.90220], [-9.47441, 6.65499, -1.26786], [-9.29944, 5.46992, -1.07138], [-8.43048, 7.38755, -2.00266], [-8.58752, 8.74415, -2.21501], [-7.59426, 9.43333, -2.89202], [-6.46565, 8.76418, -3.34807], [-6.33020, 7.39842, -3.13217], [-7.31760, 6.70116, -2.45323], [-9.46692, 9.25921, -1.85856], [-7.69950, 10.49602, -3.06186], [-5.68900, 9.30451, -3.87085], [-5.45236, 6.88062, -3.49022], [-7.21794, 5.63989, -2.27829]],
  "forces_ev_per_a": [[0.23, 0.39, -0.19], [0.22, -0.03, 0.66], [-0.12, -0.13, -0.10], [-0.11, 0.47, 0.13], [0.16, -0.32, 0.29], [-0.19, 0.12, 0.28], [-0.31, 0.07, -0.37], [0.44, -0.28, 0.34], [0.60, 0.46, -0.32], [-0.68, 0.15, 0.74], [-0.66, 0.10, -0.64], [0.54, 0.54, 0.20], [-0.01, -0.27, -0.06], [0.06, -0.37, 0.18], [0.18, 0.23, -0.37], [0.35, 0.09, 1.16], [-1.04, 0.45, -0.73], [0.46, -0.13, 0.09], [0.26, -0.03, 1.21], [0.35, -0.16, -0.25], [0.44, -0.25, -0.36], [-0.64, 0.26, 0.69], [-0.17, -0.02, 0.00], [0.36, 0.25, -0.22], [0.64, -0.01, -0.12], [0.20, 0.15, -0.22], [-0.14, 0.02, 0.37], [-0.33, 0.07, 0.45], [-0.28, -0.12, 0.02], [-0.23, -0.10, 0.05], [0.49, -0.04, -0.63], [0.26, 0.12, 0.07], [-0.24, 0.43, 0.08], [0.06, 0.06, 0.19], [-0.49, -0.18, -0.10], [0.49, 0.32, -0.38], [0.07, -0.71, 0.54], [0.67, -0.73, -0.35], [-0.02, 0.31, -0.13], [-0.54, 0.51, 0.02], [0.33, 0.07, -0.32], [0.16, -0.55, 0.10], [-0.01, 0.16, -0.26], [-0.19, -0.13, 0.08], [0.08, -0.21, -0.15], [-0.26, -0.09, 0.07], [-0.04, -0.11, -0.10], [-0.14, 0.18, -0.28], [-0.06, -0.01, 0.15], [0.04, 0.11, -0.09], [-0.17, -0.22, -0.13], [0.23, 0.00, -0.06], [-0.13, 0.05, 0.09], [0.28, -0.08, -0.11], [0.18, 0.04, -0.04], [0.08, -0.15, 0.25], [0.02, 0.14, -0.24], [-0.25, 0.07, -0.14], [-0.14, -0.01, 0.03], [-0.15, -0.33, -0.10], [-0.04, 0.07, -0.11], [-0.09, -0.12, -0.11], [-0.30, -0.20, -0.20], [0.23, -0.06, 0.05], [-0.07, 0.06, -0.07], [-0.02, 0.00, -0.32], [-0.12, 0.06, -0.40], [-0.09, 0.13, 0.02], [-0.25, -0.09, 0.04], [-0.03, -0.32, 0.04], [-0.25, 0.06, -0.18], [0.22, -0.04, -0.15], [-0.15, 0.00, -0.10], [0.10, 0.02, -0.01], [0.13, 0.11, -0.02], [-0.12, 0.00, 0.11], [-0.10, 0.07, 0.02], [0.09, -0.28, -0.01], [0.08, -0.27, -0.07], [-0.01, -0.01, -0.18], [0.06, 0.17, 0.36], [-0.19, -0.11, 0.17], [-0.22, -0.05, -0.12], [-0.09, 0.11, 0.07], [0.14, -0.03, 0.15], [0.04, 0.11, 0.14], [-0.12, 0.03, -0.11], [-0.03, 0.09, 0.06], [-0.06, -0.01, -0.03], [0.01, 0.01, 0.00], [0.15, -0.09, 0.03], [-0.08, -0.21, -0.03], [0.09, 0.08, 0.03], [-0.01, 0.01, 0.00], [-0.03, -0.12, -0.01], [0.13, 0.16, 0.04], [-0.05, 0.11, -0.03], [-0.02, -0.01, 0.00], [0.00, 0.00, 0.01], [0.00, 0.02, 0.00], [-0.12, 0.00, -0.04], [0.00, -0.01, 0.00], [0.01, 0.02, 0.07], [0.02, -0.05, -0.01], [-0.05, 0.03, -0.15], [-0.21, 0.02, 0.02], [0.10, -0.01, -0.06], [0.01, 0.00, 0.01], [-0.12, 0.01, 0.01], [0.19, 0.00, -0.11], [0.09, 0.00, 0.08], [-0.01, 0.00, 0.02], [0.00, -0.01, 0.00], [0.02, 0.00, 0.01], [-0.03, 0.00, 0.12], [0.06, 0.00, -0.03], [-0.02, 0.04, 0.01], [0.00, 0.01, 0.01], [0.11, -0.11, -0.04], [-0.10, -0.15, 0.14], [0.12, -0.05, -0.08], [-0.03, 0.05, 0.00], [-0.03, -0.10, 0.06], [0.10, 0.11, -0.15], [-0.04, 0.08, -0.02], [-0.04, 0.01, 0.03], [0.01, 0.00, 0.01], [0.00, 0.02, 0.00], [-0.10, 0.03, 0.06], [0.01, 0.00, 0.01], [-0.06, -0.03, 0.00], [-0.01, 0.00, -0.01], [0.12, 0.07, -0.06], [-0.08, 0.21, 0.00], [0.07, -0.11, -0.02], [-0.05, 0.03, -0.01], [-0.11, 0.09, 0.03], [0.15, -0.15, -0.06], [-0.04, -0.10, 0.05], [-0.02, 0.01, 0.00], [0.03, -0.03, 0.00], [0.02, 0.00, 0.00], [-0.10, 0.00, 0.08]]
}